# 1
{"formula": "C27H27AsN3RhS", "method": "ωB97M-V with the def2-TZVPD basis set", "species": ["Rh", "As", "S", "N", "N", "N", "C", "C", "C", "C", "C", "C", "C", "C", "C", "C", "C", "C", "C", "C", "C", "C", "C", "C", "C", "C", "C", "C", "C", "C", "C", "C", "C", "H", "H", "H", "H", "H", "H", "H", "H", "H", "H", "H", "H", "H", "H", "H", "H", "H", "H", "H", "H", "H", "H", "H", "H", "H", "H", "H"], "coordinates": [[-0.175, 0.194, 0.502], [-2.497, 0.722, 0.341], [-0.009, 1.169, -2.675], [0.864, 3.759, -1.465], [0.941, 1.689, 1.492], [0.272, 1.544, -1.070], [-0.172, 2.754, -3.419], [-2.641, 2.655, 0.451], [-4.291, 2.210, -2.339], [-0.290, 5.228, -4.644], [2.009, 2.693, 3.359], [-0.791, 4.109, -5.296], [-0.290, -1.471, 1.545], [0.525, -3.596, 3.091], [1.923, 3.838, 1.262], [1.230, 2.758, 0.717], [-0.723, 2.868, -4.686], [-3.779, 0.234, 1.709], [-4.514, 0.993, -1.690], [2.310, 3.806, 2.587], [-0.825, -3.261, 3.029], [1.059, -1.839, 1.557], [-5.823, 0.598, -1.426], [-1.251, -2.204, 2.239], [1.475, -2.890, 2.358], [-6.655, 2.593, -2.483], [0.263, 5.112, -3.382], [1.319, 1.654, 2.767], [-6.887, 1.389, -1.833], [0.792, 2.679, -0.664], [0.322, 3.872, -2.755], [-3.352, 0.120, -1.342], [-5.352, 3.003, -2.737], [1.793, -1.294, 0.952], [-3.648, -0.914, -1.161], [-2.026, 3.167, -0.286], [2.518, -3.173, 2.392], [2.297, 2.632, 4.398], [0.662, 5.985, -2.877], [-1.225, 4.208, -6.281], [-2.314, 2.934, 1.454], [-5.167, 3.936, -3.253], [-2.302, -1.966, 2.183], [-0.325, 6.193, -5.131], [-3.364, 0.467, 2.688], [2.849, 4.640, 3.017], [2.180, 4.690, 0.648], [0.843, -4.435, 3.696], [-3.270, 2.514, -2.555], [-6.012, -0.348, -0.931], [1.058, 0.760, 3.319], [-4.687, 0.814, 1.553], [-4.028, -0.824, 1.660], [-7.902, 1.061, -1.651], [-3.680, 2.951, 0.319], [1.269, 4.594, -1.076], [-1.558, -3.826, 3.590], [-2.597, 0.136, -2.123], [-1.079, 1.980, -5.194], [-7.487, 3.211, -2.792]], "e_above_lowest_kcal_mol": 24.82, "homo_ev": [-13.3317, -13.3321], "gap_ev": [5.14, 5.20], "fmax_ev_per_a": 2.2, "total_charge": 2}

=====

# 2
{"formula": "H2N2O2S", "method": "ωB97M-V with the def2-TZVPD basis set", "species": ["S", "O", "O", "N", "N", "H", "H"], "coordinates": [[-2.371, 0.632, 0.074], [0.382, 0.432, 0.587], [-2.707, -0.701, -0.466], [2.250, -0.729, 0.026], [1.172, -0.265, 0.008], [2.901, -0.592, 0.756], [-1.627, 1.224, -0.985]], "e_above_lowest_kcal_mol": 74.49, "homo_ev": [-9.6588, -8.8402], "gap_ev": [8.93, 7.76], "fmax_ev_per_a": 2.8}

=====

# 3
{"formula": "C40H75Cl22O3P", "method": "ωB97M-V with the def2-TZVPD basis set", "species": ["Cl", "Cl", "Cl", "Cl", "Cl", "Cl", "Cl", "Cl", "Cl", "Cl", "Cl", "Cl", "Cl", "Cl", "Cl", "Cl", "Cl", "Cl", "Cl", "Cl", "Cl", "Cl", "P", "O", "O", "O", "C", "C", "C", "C", "C", "C", "C", "C", "C", "C", "C", "C", "C", "C", "C", "C", "C", "C", "C", "C", "C", "C", "C", "C", "C", "C", "C", "C", "C", "C", "C", "C", "C", "C", "C", "C", "C", "C", "C", "C", "H", "H", "H", "H", "H", "H", "H", "H", "H", "H", "H", "H", "H", "H", "H", "H", "H", "H", "H", "H", "H", "H", "H", "H", "H", "H", "H", "H", "H", "H", "H", "H", "H", "H", "H", "H", "H", "H", "H", "H", "H", "H", "H", "H", "H", "H", "H", "H", "H", "H", "H", "H", "H", "H", "H", "H", "H", "H", "H", "H", "H", "H", "H", "H", "H", "H", "H", "H", "H", "H", "H", "H", "H", "H", "H"], "coordinates": [[4.465, 6.612, 4.346], [2.583, 3.617, -4.762], [1.496, 5.987, -6.971], [-1.833, 4.567, 3.830], [3.025, 1.381, -7.517], [-3.904, -1.740, -1.962], [-5.986, 0.957, -2.216], [-4.436, -0.527, 5.791], [-3.347, -3.881, -4.769], [6.420, 3.101, -1.394], [-0.552, 0.453, -6.912], [-0.763, -6.530, -2.065], [4.562, 10.015, 4.745], [-6.218, 2.083, 4.501], [-5.382, -6.316, -3.505], [6.417, 6.508, 0.337], [0.335, -8.856, 0.174], [5.096, -1.322, -7.252], [-3.894, 0.566, -6.197], [8.306, 8.058, 2.724], [-4.349, 4.993, 1.554], [4.231, 3.717, 1.156], [0.054, -3.978, 1.164], [-3.292, -1.991, 2.793], [-0.626, 0.731, 3.622], [-1.259, -0.245, 1.469], [-4.889, 0.982, 6.625], [-2.796, 3.291, 3.043], [-0.664, -5.677, 1.622], [-4.959, 0.069, 2.227], [3.058, -0.804, 3.555], [6.583, 8.340, 2.369], [2.270, -1.750, 4.593], [3.269, 8.907, 5.269], [-4.399, -2.533, 2.025], [-6.244, 1.499, 6.181], [-0.950, -9.064, -1.042], [-3.174, 3.654, 1.619], [-1.451, -0.617, -5.806], [-3.020, -5.630, -4.714], [-1.306, -1.585, 0.833], [0.734, -2.069, 4.223], [-0.877, -2.547, 2.060], [3.389, 0.181, -8.782], [3.808, 7.559, 5.708], [-5.625, -0.243, -3.483], [-2.190, -2.942, 2.918], [-0.589, -0.192, 2.752], [-0.660, -8.290, -2.313], [0.243, -1.580, 2.776], [4.648, 2.924, -1.434], [-5.145, -1.254, 1.310], [3.599, -1.208, -8.210], [-4.279, -6.456, -4.896], [3.948, 3.967, -0.585], [-0.348, -1.525, -0.483], [5.098, 0.157, 1.413], [1.879, -4.059, 1.677], [1.587, 4.228, -7.242], [5.034, 0.769, 2.937], [1.295, 3.438, -5.981], [4.553, -0.389, 4.000], [-2.864, -0.885, -6.288], [5.872, 7.072, 1.938], [-5.408, -1.631, -2.910], [0.690, -1.226, -1.254], [-2.374, -1.629, 0.411], [-0.818, -5.717, 2.770], [2.577, 3.997, -7.641], [4.344, 3.032, -2.478], [-2.618, -3.971, 2.567], [2.764, -1.510, -7.573], [0.333, -8.520, -2.706], [3.003, 6.963, 6.145], [4.401, 1.910, -1.111], [4.599, 0.010, 5.079], [3.687, -1.933, -9.023], [2.431, 0.119, 3.269], [-4.100, 1.716, 6.449], [-3.644, 2.798, 1.129], [0.589, -3.215, 4.284], [2.342, -1.241, 5.641], [4.597, 7.665, 6.456], [0.351, 3.745, -5.524], [6.131, 8.723, 3.285], [2.555, 8.807, 4.448], [4.799, 7.255, 1.859], [-2.300, 3.943, 1.031], [-4.091, -3.231, 1.163], [4.146, 1.525, 2.910], [-3.883, 0.453, 2.088], [-6.238, -1.935, -2.268], [6.516, 9.117, 1.605], [-2.528, -5.849, -3.764], [-5.151, -0.167, 3.346], [-3.680, 3.104, 3.659], [-7.016, 0.730, 6.260], [-1.397, -8.546, -3.078], [2.539, 0.177, -9.468], [3.174, -1.424, 2.571], [2.868, 3.910, -0.742], [-4.751, 0.104, -4.039], [2.760, 9.392, 6.105], [2.466, -3.126, 1.289], [-4.541, -1.064, 0.335], [-0.893, -1.554, -5.750], [-4.018, -7.513, -4.987], [-5.687, 0.902, 1.852], [2.021, -4.097, 2.834], [-4.912, 0.757, 7.695], [2.838, -2.761, 4.679], [5.335, -0.977, 1.434], [-1.966, -3.087, 4.054], [2.410, -4.980, 1.231], [4.275, 4.979, -0.839], [0.986, -1.444, 1.910], [-5.195, -3.039, 2.697], [-6.262, -1.499, 1.080], [-2.876, -1.246, -7.319], [-5.322, -2.358, -3.722], [5.278, -1.286, 3.866], [6.027, 6.262, 2.651], [-6.543, 2.344, 6.806], [6.020, 1.275, 3.249], [-6.480, -0.251, -4.163], [1.229, 2.375, -6.214], [-1.896, -8.759, -0.590], [5.882, 0.720, 0.788], [-4.827, -6.162, -5.794], [0.053, -1.628, 5.063], [-3.330, -1.644, -5.656], [-2.315, -5.846, -5.520], [-1.706, -5.741, 1.102], [0.846, 3.987, -8.009], [-1.445, -0.158, -4.814], [-0.040, -6.568, 1.225], [-1.008, -10.133, -1.262], [1.663, -1.020, -1.850], [4.064, 0.282, 0.887], [4.267, 0.526, -9.333], [-2.182, 2.387, 3.044]], "homo_ev": -7.8425, "gap_ev": 7.82, "fmax_ev_per_a": 6.9}

=====

# 4
{"formula": "CH12O4S2", "method": "ωB97M-V with the def2-TZVPD basis set", "species": ["S", "S", "O", "O", "O", "O", "C", "H", "H", "H", "H", "H", "H", "H", "H", "H", "H", "H", "H"], "coordinates": [[-1.271, 1.629, 0.173], [-2.503, 2.827, -0.916], [0.793, -2.613, -0.268], [2.771, -1.056, 0.912], [2.168, 1.857, 0.565], [2.271, -5.495, 0.292], [-1.767, -0.059, -0.188], [-2.365, 2.261, -2.125], [-1.910, -0.605, 0.740], [-1.002, -0.566, -0.772], [2.774, 2.420, 0.066], [-2.658, -0.109, -0.806], [0.003, -2.928, 0.178], [1.490, 1.741, -0.119], [1.341, -5.372, 0.537], [2.667, -4.767, 0.791], [1.216, -2.005, 0.359], [3.629, -1.106, 0.472], [2.471, -0.150, 0.745]], "e_above_lowest_kcal_mol": 18.47, "homo_ev": -8.8465, "gap_ev": 9.20, "fmax_ev_per_a": 0.9}

=====

# 5
{"formula": "C15H34ClN2O11", "method": "ωB97M-V with the def2-TZVPD basis set", "species": ["Cl", "O", "O", "O", "O", "O", "O", "O", "O", "O", "O", "O", "N", "N", "C", "C", "C", "C", "C", "C", "C", "C", "C", "C", "C", "C", "C", "C", "C", "H", "H", "H", "H", "H", "H", "H", "H", "H", "H", "H", "H", "H", "H", "H", "H", "H", "H", "H", "H", "H", "H", "H", "H", "H", "H", "H", "H", "H", "H", "H", "H", "H", "H"], "coordinates": [[29.405, 6.723, -24.693], [24.549, 6.242, -24.462], [29.472, 5.348, -24.211], [30.765, 7.212, -24.798], [28.362, 2.417, -20.301], [27.352, 3.702, -28.725], [28.715, 7.627, -23.752], [28.749, 6.794, -25.946], [23.621, 5.414, -22.557], [25.580, 0.101, -27.033], [30.028, 7.764, -20.455], [25.332, 4.348, -23.550], [29.408, 4.962, -20.469], [25.071, 3.005, -27.719], [29.036, 7.234, -19.622], [29.364, 5.799, -19.263], [28.087, 4.774, -21.050], [24.424, 5.352, -23.421], [30.169, 9.141, -20.447], [24.974, 3.601, -29.031], [26.085, -1.120, -27.490], [28.743, 1.157, -20.786], [24.597, 0.561, -27.939], [25.828, 6.001, -25.072], [28.499, 4.474, -28.584], [24.042, 1.935, -27.587], [26.122, 4.594, -24.710], [26.260, 4.431, -29.272], [27.894, 3.266, -21.332], [28.360, 3.033, -22.297], [27.180, 4.471, -24.469], [27.966, 0.715, -21.431], [25.000, 0.582, -28.959], [30.701, 9.523, -19.564], [27.818, 5.315, -21.959], [25.954, 2.590, -27.457], [26.151, 5.335, -28.666], [25.343, -1.916, -27.619], [28.813, 5.411, -18.390], [28.806, 0.433, -19.974], [30.355, 5.738, -18.788], [28.082, 7.340, -20.157], [26.553, 6.705, -24.660], [29.703, 4.049, -20.142], [26.785, -1.493, -26.741], [27.246, 4.994, -20.370], [29.208, 9.679, -20.437], [26.478, 4.615, -30.324], [25.864, 3.910, -25.521], [24.904, 2.906, -29.879], [28.304, 5.503, -28.256], [23.711, 1.995, -26.550], [29.644, 1.261, -21.399], [25.677, 6.094, -26.147], [26.660, -1.075, -28.420], [24.157, 4.320, -29.091], [29.272, 4.088, -27.922], [28.988, 7.796, -18.674], [23.235, 2.099, -28.299], [29.058, 4.677, -29.516], [23.741, -0.128, -27.979], [26.819, 3.087, -21.449], [30.662, 9.473, -21.358]], "homo_ev": -5.9814, "gap_ev": 8.45, "fmax_ev_per_a": 3.6, "total_charge": -1}